1.
Computed, not measured: C48H33F4N6NaP2S2Se as an isolated structure, with the ωB97M-V functional and the def2-TZVPD basis.

Element x y z (Å)
Na: -0.07 0.31 -0.19
S: 4.57 5.92 -0.64
C: 6.19 5.40 -0.53
C: 6.28 4.07 -0.22
C: 5.01 3.47 -0.08
C: 3.98 4.34 -0.28
C: 2.55 4.06 -0.22
C: 2.08 2.74 -0.39
N: 0.82 2.39 -0.39
C: -0.12 3.36 -0.20
C: 0.23 4.70 -0.02
C: -0.78 5.70 0.17
C: -2.09 5.36 0.20
C: -2.49 4.00 0.04
C: -3.84 3.61 0.08
C: -4.20 2.29 -0.08
C: -3.16 1.38 -0.28
N: -1.89 1.70 -0.33
C: -1.53 2.99 -0.17
C: -5.60 1.84 -0.04
C: -6.73 2.61 0.02
C: -7.92 1.83 0.05
C: -7.67 0.50 0.00
S: -5.99 0.17 -0.07
C: 1.59 5.03 -0.03
H: 6.99 6.09 -0.70
H: 7.22 3.56 -0.09
H: 4.88 2.43 0.18
H: 2.80 1.95 -0.58
H: -0.48 6.73 0.29
H: -2.85 6.12 0.35
H: -4.59 4.38 0.25
H: -3.37 0.32 -0.41
H: -6.72 3.68 0.04
H: -8.91 2.25 0.09
H: -8.38 -0.31 0.01
H: 1.88 6.07 0.12
C: 1.30 0.73 2.96
P: 0.18 -0.62 2.43
C: -0.94 -0.74 3.87
C: 1.24 -2.10 2.67
C: 1.99 -2.19 3.84
C: 2.88 -3.22 4.08
C: 3.02 -4.22 3.13
C: 2.26 -4.18 1.98
C: 1.38 -3.13 1.72
P: 0.56 -3.30 0.09
C: 1.70 -3.99 -1.14
C: -0.43 -4.80 0.49
H: 1.58 0.67 4.02
H: 0.81 1.68 2.79
H: 2.22 0.70 2.37
H: -0.40 -0.80 4.82
H: -1.57 -1.64 3.78
H: -1.60 0.13 3.89
H: 1.89 -1.40 4.58
H: 3.47 -3.23 4.98
H: 3.72 -5.02 3.28
H: 2.39 -4.97 1.26
H: 1.59 -5.08 -1.18
H: 2.72 -3.72 -0.90
H: 1.46 -3.57 -2.12
H: 0.24 -5.57 0.86
H: -0.95 -5.17 -0.40
H: -1.17 -4.59 1.26
Se: -1.15 -2.12 -0.88
C: -2.76 -3.06 -0.48
C: -3.34 -3.88 -1.44
C: -4.55 -4.51 -1.17
C: -5.17 -4.32 0.05
C: -4.59 -3.50 1.01
C: -3.39 -2.86 0.74
H: -2.85 -4.03 -2.40
H: -5.00 -5.14 -1.92
H: -6.10 -4.82 0.26
H: -5.08 -3.35 1.96
H: -2.95 -2.20 1.48
F: 5.97 0.56 -2.42
C: 5.94 0.26 -1.11
C: 7.02 0.62 -0.34
F: 8.03 1.24 -0.98
C: 7.13 0.37 1.05
C: 6.01 -0.33 1.55
C: 4.93 -0.68 0.77
F: 3.93 -1.35 1.38
C: 4.83 -0.40 -0.59
C: 3.64 -0.77 -1.37
C: 2.47 -1.13 -0.80
N: 1.40 -1.40 -0.36
C: 3.55 -0.72 -2.79
N: 3.39 -0.70 -3.93
F: 5.94 -0.68 2.85
C: 8.22 0.81 1.85
C: 9.26 1.61 1.35
N: 10.14 2.27 0.99
C: 8.29 0.53 3.24
N: 8.39 0.32 4.37

Calculated values
total charge: 0
spin multiplicity: 1
E_HOMO: -0.21245 hartree
gap between HOMO and LUMO: 4.56 eV
energy relative to the best compared isomer or geometry (same formula, charge and spin): 0.302 eV
M: 997.86 g mol⁻¹
LUMO energy: -1.218 eV
total energy: -180132.208 eV

***

2.
Computed, not measured: C26H15BrClF5N4O8P2Y as an isolated structure, with the ωB97M-V functional and the def2-TZVPD basis.

Element x y z (Å)
Y: 0.87 -1.41 1.25
O: 0.20 -4.86 2.71
P: 0.82 -4.85 1.24
O: 0.58 -6.11 0.54
O: 0.48 -3.51 0.58
O: 2.44 -4.70 1.58
P: 3.03 -3.26 1.92
O: 4.44 -3.65 2.53
O: 3.12 -2.38 0.71
O: 2.12 -2.57 2.93
H: 0.40 -4.04 3.19
H: 4.58 -4.60 2.56
Br: -6.90 3.68 -2.88
C: -5.13 3.46 -3.53
C: -4.59 2.18 -3.61
C: -3.30 2.02 -4.07
C: -2.56 3.14 -4.45
C: -3.12 4.40 -4.41
C: -4.41 4.57 -3.92
N: -1.27 2.99 -5.07
N: -0.33 2.40 -4.51
C: -0.35 1.98 -3.16
C: -0.88 2.72 -2.11
C: -0.78 2.31 -0.78
C: -0.18 1.10 -0.44
O: -0.06 0.64 0.75
C: 0.38 0.34 -1.53
N: 0.97 -0.83 -1.17
C: 1.53 -1.59 -2.09
C: 1.55 -1.22 -3.45
C: 0.95 -0.05 -3.83
C: 0.34 0.77 -2.87
H: -5.18 1.33 -3.30
H: -2.86 1.04 -4.13
H: -2.55 5.26 -4.74
H: -4.86 5.55 -3.86
H: -1.36 3.67 -2.32
H: -1.20 2.93 0.00
H: 1.99 -2.51 -1.74
H: 2.03 -1.87 -4.16
H: 0.94 0.26 -4.87
Cl: 4.28 3.50 -0.05
C: 4.03 2.23 1.10
C: 4.90 2.06 2.17
C: 4.65 1.03 3.05
C: 3.55 0.21 2.83
N: 2.73 0.38 1.80
C: 2.95 1.38 0.95
H: 5.74 2.73 2.29
H: 5.29 0.86 3.90
H: 3.32 -0.62 3.49
H: 2.26 1.51 0.13
F: 0.18 -0.75 4.69
C: -0.97 -1.26 4.18
C: -1.06 -1.51 2.83
C: -2.27 -2.00 2.42
F: -2.46 -2.25 1.09
C: -3.33 -2.29 3.26
F: -4.49 -2.79 2.80
C: -3.18 -2.05 4.61
F: -4.19 -2.30 5.46
C: -1.99 -1.53 5.09
F: -1.84 -1.28 6.40

Calculated values
total charge: -1
spin multiplicity: 1
E_HOMO: -0.20284 hartree
gap between HOMO and LUMO: 7.17 eV
energy relative to the best compared isomer or geometry (same formula, charge and spin): 0.000 eV
M: 872.63 g mol⁻¹
LUMO energy: 1.646 eV
total energy: -165332.980 eV

***

3.
Computed, not measured: a 3-piece molecular cluster, C10H14F10NO5 overall in a non-equilibrium geometry, with the ωB97M-V functional and the def2-TZVPD basis.

Element x y z (Å)
F: 5.93 -1.95 -4.72
N: 5.83 -0.61 -5.02
C: 4.85 -0.30 -6.14
O: 3.54 -0.94 -6.00
C: 2.71 -0.32 -4.95
F: 2.64 1.16 -5.01
F: 3.05 -0.73 -3.57
F: 1.30 -0.81 -5.20
H: 5.70 -0.01 -4.16
H: 6.79 -0.35 -5.40
H: 4.83 0.86 -6.30
H: 5.34 -0.76 -7.13
C: 1.66 0.29 -1.56
C: 0.47 0.60 -0.67
O: 0.41 -0.31 0.43
C: 1.21 -0.02 1.51
O: 1.95 0.96 1.56
C: 1.01 -1.04 2.62
F: 0.98 -2.32 2.17
F: -0.16 -0.85 3.29
F: 2.00 -1.00 3.57
H: 1.64 -0.76 -1.88
H: 1.66 0.93 -2.44
H: 2.60 0.44 -1.02
H: -0.46 0.47 -1.24
H: 0.49 1.64 -0.32
C: -3.20 -0.88 4.10
C: -4.62 -0.91 4.63
O: -5.13 0.42 4.80
C: -5.63 1.02 3.67
O: -5.65 0.49 2.56
C: -6.18 2.41 4.00
F: -5.36 3.12 4.81
F: -7.38 2.34 4.64
F: -6.39 3.18 2.89
H: -2.57 -0.26 4.74
H: -2.78 -1.88 4.05
H: -3.16 -0.43 3.10
H: -4.63 -1.38 5.62
H: -5.28 -1.51 3.98

Calculated values
total charge: +1
spin multiplicity: 1
E_HOMO: -0.46322 hartree
gap between HOMO and LUMO: 7.74 eV
M: 418.20 g mol⁻¹
LUMO energy: -4.861 eV
total energy: -49487.328 eV

***

4.
Computed, not measured: C20H26ClCrN5O6S as an isolated structure in a non-equilibrium geometry, with the ωB97M-V functional and the def2-TZVPD basis.

Element x y z (Å)
Cr: 0.62 -1.07 -1.56
O: 2.31 -1.34 -0.61
N: 3.25 -2.13 -1.12
C: 4.42 -2.22 -0.45
C: 5.43 -3.03 -0.90
C: 5.23 -3.77 -2.07
C: 4.04 -3.65 -2.75
C: 3.03 -2.81 -2.27
S: 1.53 -2.62 -3.08
H: 4.48 -1.61 0.44
H: 6.35 -3.09 -0.34
H: 6.01 -4.42 -2.45
H: 3.84 -4.20 -3.66
N: -1.18 -0.82 -2.62
C: -2.27 -1.06 -1.65
C: -3.62 -1.22 -2.36
C: -4.94 -1.09 -1.55
C: -4.99 -0.02 -0.45
N: -4.24 -0.48 0.70
C: -3.71 0.24 1.67
N: -2.86 -0.35 2.51
N: -4.02 1.54 1.83
C: -1.80 -2.25 -0.77
O: -2.62 -2.93 -0.14
O: -0.54 -2.44 -0.76
H: -1.29 0.09 -3.06
H: -1.24 -1.51 -3.37
H: -2.28 -0.19 -0.99
H: -3.62 -2.19 -2.86
H: -3.65 -0.46 -3.15
H: -5.19 -2.05 -1.11
H: -5.72 -0.85 -2.27
H: -6.04 0.13 -0.17
H: -4.60 0.93 -0.81
H: -3.83 -1.42 0.60
H: -2.51 -1.27 2.28
H: -2.39 0.18 3.23
H: -4.73 1.96 1.25
H: -3.67 2.06 2.61
C: 0.42 4.19 2.87
C: 1.49 3.16 2.72
C: 2.24 2.71 3.79
C: 3.23 1.75 3.62
Cl: 4.16 1.22 4.98
C: 3.46 1.20 2.37
C: 2.73 1.65 1.28
C: 1.76 2.62 1.45
O: 1.00 3.13 0.43
C: 1.30 2.73 -0.88
C: 0.93 1.29 -1.17
O: 0.10 0.66 -0.46
O: 1.44 0.71 -2.17
H: 0.18 4.36 3.92
H: -0.48 3.89 2.34
H: 0.75 5.15 2.45
H: 2.06 3.11 4.78
H: 4.22 0.44 2.25
H: 2.93 1.20 0.31
H: 2.35 2.88 -1.13
H: 0.70 3.37 -1.53

Calculated values
expectation value of S²: 3.7821
total charge: +1
spin multiplicity: 4
E_HOMO (alpha / beta): -0.38512 / -0.38520 hartree
gap between HOMO and LUMO (alpha / beta): 8.00 / 8.00 eV
energy relative to the best compared isomer or geometry (same formula, charge and spin): 0.000 eV
M: 551.97 g mol⁻¹
LUMO energy (alpha / beta): -2.481 / -2.482 eV
total energy: -92675.196 eV